No. 1
Below is a molecular structure, C3H2N2, with properties calculated with ωB97M-V/def2-TZVPD.

Energy relative to the best compared isomer or geometry (same formula, charge and spin)   4.713 eV
Highest occupied orbital energy (alpha / beta)   -8.80 / -8.87 eV
Frontier orbital gap (alpha / beta)   7.74 / 8.59 eV
Strongest force on any atom   0.0930 Eh/bohr

```
! RIJCOSX wB97M-V def2-TZVPD def2/J DEFGRID3
* xyz 0 1
C -0.51073 -0.70610 0.02041
C 0.88183 -0.94515 -0.03689
C 0.87791 0.95904 0.02126
N 1.77719 -0.02707 0.02682
N -0.47553 0.66349 0.01466
H -1.33962 -1.30560 0.12991
H -1.21105 1.36138 -0.17617
*
```

Atomic partial charges in e from the Mulliken method, atoms 1 to 6: -0.44, 0.20, 0.04, -0.38, -0.08, 0.42

=====

No. 2
Below is a molecular structure, C8H29B2CoNO4, with properties calculated with ωB97M-V/def2-TZVPD.

Highest occupied orbital energy (alpha / beta)   0.57 / -6.38 eV
Frontier orbital gap (alpha / beta)   2.39 / 9.30 eV
Strongest force on any atom   0.0890 Eh/bohr

```
! RIJCOSX wB97M-V def2-TZVPD def2/J DEFGRID3
* xyz -1 5
Co 0.57209 -0.37894 -0.12247
B 1.79164 0.74463 -1.65393
H 1.78214 1.14272 -0.65111
H 1.11770 -0.08863 -1.77934
H 1.43604 1.57338 -2.24635
H 2.76399 0.48961 -2.04605
B 2.06420 -1.77556 0.46606
H 1.32284 -2.11668 -0.23982
H 2.84568 -1.20563 -0.01217
H 1.68033 -1.18757 1.28530
H 2.51318 -2.67514 0.85773
C -0.85933 2.56894 -0.04054
C -0.15957 3.79778 -0.66961
O 1.20909 3.67082 -0.36103
O -0.79530 1.28746 -0.64926
H -1.90801 2.81333 -0.20981
H -0.67184 2.47969 1.02949
H -0.50980 4.73342 -0.23371
H -0.46969 3.84395 -1.71354
H 1.47938 2.99449 -0.98642
H -1.03179 1.44369 -1.56646
C 1.69052 1.59021 2.34223
O 0.63771 0.89803 1.73215
C -0.19211 0.19471 2.67128
C -1.44289 -0.36804 1.99910
N -1.01277 -1.24361 0.88916
C -2.14780 -1.93166 0.20981
C -1.69381 -2.76616 -1.00978
O -1.04898 -1.92040 -1.94845
C -0.76241 -2.60783 -3.16156
H 2.43356 1.76332 1.56374
H 2.13935 1.07815 3.19337
H 1.35931 2.57387 2.67510
H -0.55689 0.76898 3.52290
H 0.45931 -0.57000 3.09432
H -2.07327 0.43920 1.62617
H -2.00312 -0.96727 2.71686
H -0.55597 -1.95629 1.44012
H -2.92354 -1.23318 -0.10394
H -2.59190 -2.71400 0.82529
H -2.54832 -3.32865 -1.38596
H -0.94925 -3.52949 -0.78381
H -0.42415 -1.86209 -3.88098
H -1.70232 -2.89318 -3.63403
H -0.26325 -3.57037 -3.05004
*
```

Atomic partial charges in e from the Mulliken method, atoms 1 to 6: -3.41, 1.12, -0.61, -0.47, -0.22, -0.25

=====

No. 3
Below is 2 unconnected molecules or ions with the total composition C5H15N2, with properties calculated with ωB97M-V/def2-TZVPD.

Energy relative to the best compared isomer or geometry (same formula, charge and spin)   2.092 eV
Highest occupied orbital energy   -13.23 eV
Frontier orbital gap   9.90 eV
Strongest force on any atom   0.0516 Eh/bohr

```
! RIJCOSX wB97M-V def2-TZVPD def2/J DEFGRID3
* xyz 1 1
C 0.99184 2.95167 0.80712
C 2.19286 1.94190 0.71958
C 1.87691 0.52225 0.23339
H 0.60062 3.14300 -0.16043
H 1.31667 3.85071 1.41511
H 0.20785 2.38958 1.35946
H 2.58621 1.85453 1.74023
H 3.05737 2.41380 0.14223
H 2.76828 -0.15493 0.04231
H 1.20977 0.01713 0.96338
H 1.41554 0.58842 -0.77946
C -1.08044 -1.86701 -0.89914
C -1.77255 -1.12320 -0.00930
N -3.16040 -0.92406 -0.10972
N 0.40504 -1.79104 -0.77713
H -1.46155 -2.45100 -1.74414
H -1.12336 -0.69581 0.77813
H -3.56595 -0.25254 0.60772
H -3.55547 -0.76517 -1.08154
H 0.91424 -1.24345 -1.48642
H 0.86463 -2.73268 -0.83091
H 0.80095 -1.50957 0.13233
*
```

Atomic partial charges in e from the Mulliken method, atoms 1 to 6: -0.99, -0.56, -0.84, 0.33, 0.31, 0.24

=====

No. 4
Below is a molecular structure, C53H75CeN4OSi, with properties calculated with ωB97M-V/def2-TZVPD.

Highest occupied orbital energy (alpha / beta)   -6.78 / -6.78 eV
Frontier orbital gap (alpha / beta)   7.08 / 7.09 eV
Strongest force on any atom   0.0647 Eh/bohr

```
! RIJCOSX wB97M-V def2-TZVPD def2/J DEFGRID3
* xyz 0 2
Ce -4.35109 -11.30553 15.66275
C -1.70291 -12.35172 15.93066
C -2.20940 -13.19262 14.91903
C -2.17214 -12.49095 13.70361
C -1.68966 -11.20244 14.01552
C -1.32761 -11.10750 15.40034
C -0.43695 -10.14178 16.08244
C 1.01667 -10.51760 15.51584
C -0.75191 -8.73386 15.74787
C -0.41792 -10.41556 17.62333
C -2.47027 -12.93048 12.25790
C -2.12020 -11.83062 11.17593
C -1.55495 -14.02575 11.77996
C -3.95681 -13.08836 12.15897
C -2.20411 -14.71546 15.19709
C -3.28469 -15.43487 14.42691
C -2.30888 -15.02743 16.66567
C -0.72037 -15.16345 14.72706
H -1.39988 -12.60972 16.85737
H -1.47435 -10.47644 13.22268
H 1.01527 -10.58141 14.42250
H 1.24564 -11.52137 15.87183
H 1.83628 -9.93279 15.92746
H -0.92540 -8.71462 14.63261
H 0.10483 -8.08260 16.02613
H -1.61888 -8.31614 16.22629
H 0.15305 -11.29109 17.75975
H -1.38880 -10.59922 18.02796
H 0.21694 -9.65843 18.08514
H -1.08154 -11.58639 11.08575
H -2.63825 -10.92170 11.18641
H -2.36961 -12.25671 10.18910
H -0.57121 -13.65632 11.98571
H -1.67435 -14.14293 10.65295
H -1.70748 -14.99446 12.21978
H -4.35432 -12.06477 12.40376
H -4.38249 -13.84514 12.79144
H -4.24063 -13.35217 11.12380
H -4.30730 -15.12552 14.65145
H -3.41058 -16.49698 14.59098
H -3.24508 -15.45017 13.30570
H -2.64209 -14.22437 17.34639
H -1.26832 -15.20418 17.08344
H -2.93471 -15.85514 16.89011
H 0.02514 -14.45571 15.14956
H -0.58281 -15.19208 13.69417
H -0.56175 -16.16719 15.15429
C -5.19321 -7.67060 19.04393
Si -3.79683 -8.82803 18.45871
C -3.95083 -10.50643 19.37866
C -2.22921 -7.98922 19.13325
N -3.95987 -8.98696 16.70448
C -4.14651 -7.86406 15.93647
C -3.72515 -6.55939 16.34454
C -3.80272 -5.46629 15.53280
C -4.33812 -5.55644 14.23777
C -4.65201 -6.83567 13.77540
C -4.68841 -7.90961 14.62464
O -5.18379 -9.18757 14.18102
C -5.76519 -9.18759 12.90323
C -4.97575 -9.47769 11.81491
C -5.47769 -9.68335 10.53797
C -6.83592 -9.58529 10.36293
C -7.63158 -9.29888 11.44663
C -7.11889 -9.09935 12.73597
H -5.24810 -7.79231 20.07746
H -6.18825 -7.85629 18.60159
H -4.98935 -6.63950 18.80081
H -3.77341 -10.30316 20.44418
H -3.24157 -11.24891 19.00159
H -4.95574 -10.89021 19.28651
H -2.43271 -6.90321 19.24276
H -1.41076 -8.08041 18.40067
H -1.70932 -8.37408 20.03148
H -3.18296 -6.45797 17.26437
H -3.45696 -4.49166 15.76456
H -4.24133 -4.74325 13.49705
H -4.93236 -6.85696 12.70959
H -3.92708 -9.57111 12.08272
H -4.89745 -9.87031 9.65674
H -7.33150 -9.69686 9.40257
H -8.71209 -9.32272 11.40046
H -7.79926 -9.13289 13.51190
C -9.87181 -9.80535 20.22361
C -9.04138 -9.66435 18.94977
C -9.21129 -8.60486 17.99579
C -8.35397 -8.52098 16.94878
C -8.38840 -7.30558 16.07437
C -7.33928 -9.42791 16.75892
C -7.20280 -10.57851 17.57279
C -8.06817 -10.61119 18.71281
N -6.25507 -11.52491 17.19794
C -6.49546 -12.99036 17.65175
C -5.59093 -13.90114 16.74875
C -5.69186 -15.36919 17.10806
C -5.24103 -15.61973 18.50547
C -6.19551 -14.80599 19.41687
C -7.68776 -15.18133 19.16273
C -8.04463 -14.91733 17.73370
C -7.17188 -15.72226 16.86942
C -7.84148 -13.48103 17.30645
C -6.09823 -13.30071 19.10859
H -10.09389 -8.81029 20.65039
H -9.43421 -10.28703 21.07203
H -10.81711 -10.18411 19.97079
H -9.91367 -7.79347 18.26105
H -7.77532 -7.45007 15.17174
H -7.90632 -6.48172 16.57469
H -9.37001 -6.94368 15.86056
H -6.71628 -9.30855 15.86315
H -7.90487 -11.31579 19.48678
H -4.53526 -13.57310 16.85918
H -5.91180 -13.74070 15.72401
H -5.10103 -16.04140 16.47163
H -4.17531 -15.31623 18.49516
H -5.32711 -16.72692 18.70730
H -5.92442 -15.02377 20.48010
H -8.32436 -14.72756 19.95867
H -7.85261 -16.23047 19.22306
H -9.16442 -15.13942 17.60070
H -7.38807 -15.56764 15.81316
H -7.32415 -16.75913 17.10845
H -8.66844 -12.79109 17.62626
H -7.90129 -13.44132 16.18469
H -5.05696 -12.93187 19.17948
H -6.70455 -12.77654 19.79678
N -6.70802 -12.81446 12.77312
C -7.97348 -13.25161 12.48781
C -8.74606 -12.76978 13.51112
C -7.86982 -12.03807 14.32571
N -6.63139 -12.05487 13.86722
H -5.90760 -12.86165 12.16248
H -8.22373 -13.84538 11.63995
H -9.81341 -12.87630 13.65293
H -8.03261 -11.40691 15.15800
*
```

Atomic partial charges in e from the Mulliken method, atoms 1 to 6: 0.63, -1.95, 0.17, 0.31, -0.50, 0.23

=====

No. 5
Below is a gas-phase ion, C7H10O2P (charge -1), with properties calculated with ωB97M-V/def2-TZVPD.

Energy relative to the best compared isomer or geometry (same formula, charge and spin)   0.054 eV
Highest occupied orbital energy (alpha / beta)   -3.15 / -3.15 eV
Frontier orbital gap (alpha / beta)   6.91 / 6.91 eV
Strongest force on any atom   0.0445 Eh/bohr

```
! RIJCOSX wB97M-V def2-TZVPD def2/J DEFGRID3
* xyz -1 1
C 0.24714 -0.16185 0.20801
C -1.00284 0.25362 0.34258
C 0.62244 -1.26485 1.19658
C 1.28405 0.29770 -0.78063
C -1.70924 -0.50349 1.42350
C -0.73557 -1.65551 1.79914
C 1.02458 1.67236 -1.36783
O -1.06680 2.98180 -2.71399
O -0.53529 0.59205 -3.44491
P -0.51514 1.64436 -2.40889
H 1.11198 -2.10892 0.69704
H 1.31257 -0.89527 1.96657
H 2.27218 0.28896 -0.29830
H 1.31484 -0.41458 -1.61269
H -1.89636 0.15313 2.28392
H -2.68103 -0.89052 1.10250
H -1.07810 -2.58783 1.34636
H -0.68907 -1.80890 2.87975
H 0.86708 2.42656 -0.59891
H 1.85259 1.98118 -2.01979
*
```

Atomic partial charges in e from the Mulliken method, atoms 1 to 6: 0.50, -0.97, -0.74, -0.66, -0.26, -0.55

=====

No. 6
Below is a molecular structure, C18H22Cl5N5O4S5Tm, with properties calculated with ωB97M-V/def2-TZVPD.

Energy relative to the best compared isomer or geometry (same formula, charge and spin)   0.151 eV
Highest occupied orbital energy (alpha / beta)   -4.23 / -4.22 eV
Frontier orbital gap (alpha / beta)   6.51 / 6.50 eV
Strongest force on any atom   0.0423 Eh/bohr

```
! RIJCOSX wB97M-V def2-TZVPD def2/J DEFGRID3
* xyz -1 3
Tm 1.03326 0.94662 -0.71569
N -1.88148 1.06837 -0.31895
C -2.21638 -0.32667 -0.07523
C -3.65026 -0.64680 0.28220
C -3.90447 -2.14456 0.36789
C -3.53040 -2.90106 -0.91813
N -2.09988 -3.03556 -1.23952
C -1.18501 -3.61308 -0.47656
N -1.54476 -4.51931 0.45949
N 0.10275 -3.38694 -0.72718
C -1.18186 -0.87741 0.91474
O -1.53038 -1.66762 1.80839
O 0.00192 -0.52199 0.66543
H -1.93985 1.62817 0.52493
H -2.49410 1.47912 -1.01286
H -2.01203 -0.81281 -1.02953
H -4.29748 -0.22175 -0.49299
H -3.92753 -0.16331 1.22384
H -4.97240 -2.31497 0.53020
H -3.37363 -2.53045 1.23650
H -3.96020 -2.38341 -1.77506
H -3.98189 -3.89696 -0.90302
H -1.71007 -2.37782 -1.92175
H -2.50557 -4.47680 0.75047
H -0.91362 -4.56344 1.24443
H 0.31288 -2.54024 -1.22817
H 0.77264 -3.65785 -0.02691
O 2.56569 -0.51454 -0.47188
N 2.69739 -1.23351 0.62697
C 2.83758 -2.56457 0.49707
C 2.98963 -3.37755 1.58846
C 3.00353 -2.78316 2.85808
C 2.85933 -1.42503 2.97221
C 2.68085 -0.59502 1.84224
S 2.44317 1.07918 1.88342
H 2.83993 -2.90428 -0.53010
H 3.11030 -4.44297 1.44673
H 3.13495 -3.39518 3.74356
H 2.85431 -0.93444 3.93492
S -0.27046 -1.15162 -2.49594
S 0.92611 -1.41621 -4.16646
S 2.83048 -0.96242 -3.53414
S 2.77236 1.02348 -3.02598
Cl 2.52057 7.50286 2.71416
C 1.83306 6.08002 1.96660
C 2.56230 5.38578 1.01545
C 1.99502 4.26815 0.44368
Cl 2.85064 3.32668 -0.73817
C 0.71000 3.78173 0.76592
O 0.22001 2.73772 0.19201
C 0.02535 4.53568 1.73758
Cl -1.56853 4.00795 2.20088
C 0.56782 5.65937 2.33512
H 3.55366 5.70774 0.72886
H 0.00718 6.19648 3.08787
Cl 0.66262 4.60391 -4.31343
C 0.23363 2.87997 -4.28010
Cl -0.47687 2.40353 -2.72573
H 1.12874 2.28200 -4.40497
H -0.51052 2.69676 -5.04182
*
```

Atomic partial charges in e from the Mulliken method, atoms 1 to 6: -0.02, 0.15, 0.65, -1.42, -0.24, -1.29

=====

- strongest force on any atom of number 5 (C7H10O2P)?
  0.0445 Eh/bohr